{
  "formula": "C25H43ClO14S4",
  "method": "wB97M-V/def2-TZVPD",
  "orbital_gap_ev": 8.70,
  "total_energy_ev": -111147.3672,
  "multiplicity": 1,
  "smiles": "O=C1C=C(CCCCl)C(=O)c2ccccc21.CCOS(C)(=O)=O.CCOS(C)(=O)=O.CCOS(C)(=O)=O.CCOS(C)(=O)=O",
  "relative_energy_kj_mol": 0.0,
  "mol_weight_g_mol": 731.326,
  "elements": ["O", "C", "C", "C", "C", "C", "C", "Cl", "C", "O", "C", "C", "C", "C", "C", "C", "H", "H", "H", "H", "H", "H", "H", "H", "H", "H", "H", "C", "C", "O", "S", "C", "O", "O", "H", "H", "H", "H", "H", "H", "H", "H", "C", "C", "O", "S", "C", "O", "O", "H", "H", "H", "H", "H", "H", "H", "H", "C", "C", "O", "S", "C", "O", "O", "H", "H", "H", "H", "H", "H", "H", "H", "C", "C", "O", "S", "C", "O", "O", "H", "H", "H", "H", "H", "H", "H", "H"],
  "positions_angstrom": [[3.9410, -2.0019, 2.9687], [4.1013, -1.8665, 1.7804], [5.4845, -1.4983, 1.1530], [5.8102, -2.0794, -0.0267], [7.1230, -1.7860, -0.8057], [6.6874, -0.9848, -2.1284], [6.7204, -1.8692, -3.4175], [5.8292, -1.0201, -4.7877], [4.8284, -3.0909, -0.7146], [5.2095, -4.0838, -1.2820], [3.3201, -2.7188, -0.5559], [2.3749, -2.9576, -1.6245], [0.9929, -2.5423, -1.4196], [0.6396, -1.9051, -0.1242], [1.5936, -1.6835, 0.9493], [2.9654, -2.0883, 0.7283], [6.1412, -0.7559, 1.6563], [7.5746, -2.7606, -1.1141], [7.8331, -1.1298, -0.2417], [7.2718, -0.0301, -2.2293], [5.6183, -0.6549, -1.9891], [6.1149, -2.7891, -3.2173], [7.7524, -2.1113, -3.7768], [2.7064, -3.4313, -2.5775], [0.2385, -2.7222, -2.2154], [-0.4104, -1.5728, 0.0265], [1.3143, -1.2198, 1.9234], [-5.0602, -0.0878, -3.3515], [-5.2592, -0.6548, -1.9596], [-4.9473, -2.0549, -1.9012], [-3.4067, -2.4902, -1.8512], [-3.6729, -4.1730, -1.3865], [-2.7634, -1.8088, -0.7646], [-2.8657, -2.4631, -3.1769], [-4.0038, -0.0828, -3.6259], [-5.4269, 0.9363, -3.4055], [-5.5839, -0.6928, -4.0937], [-4.6756, -0.1001, -1.2203], [-6.3087, -0.5579, -1.6788], [-4.1311, -4.1984, -0.4002], [-2.7035, -4.6695, -1.3642], [-4.3161, -4.6442, -2.1270], [4.1293, -1.7898, 5.6727], [3.0689, -0.8243, 6.1613], [2.2158, -1.4209, 7.1494], [2.7674, -1.5608, 8.6489], [1.2204, -1.9371, 9.4148], [3.2101, -0.2747, 9.1039], [3.6101, -2.7160, 8.7284], [4.8460, -2.0182, 6.4648], [4.6754, -1.3660, 4.8369], [3.6792, -2.7324, 5.3623], [3.5180, 0.0949, 6.5459], [2.4274, -0.5434, 5.3242], [0.5583, -1.0801, 9.3122], [1.4115, -2.1414, 10.4673], [0.7957, -2.8170, 8.9356], [-1.0136, 3.9370, 4.1677], [-0.5629, 2.5858, 3.6461], [-1.4391, 2.0905, 2.6271], [-1.3085, 2.7003, 1.1464], [-2.2768, 1.4764, 0.3202], [0.0542, 2.5851, 0.7157], [-2.0079, 3.9502, 1.0975], [-0.9099, 4.7076, 3.4023], [-0.4153, 4.2345, 5.0305], [-2.0657, 3.9077, 4.4566], [0.4670, 2.6259, 3.2826], [-0.5888, 1.8595, 4.4600], [-1.7746, 0.5151, 0.4000], [-2.3639, 1.7687, -0.7256], [-3.2630, 1.4390, 0.7792], [-3.1614, 5.2832, -5.9746], [-4.5016, 5.3429, -5.2668], [-5.5568, 4.8146, -6.0810], [-5.6989, 3.2218, -6.2052], [-7.3107, 3.2020, -6.9268], [-5.7727, 2.6569, -4.8877], [-4.7582, 2.7452, -7.1734], [-2.8333, 4.2512, -6.1077], [-2.3989, 5.8087, -5.3974], [-3.2289, 5.7316, -6.9673], [-4.4634, 4.8280, -4.3038], [-4.7554, 6.3843, -5.0647], [-8.0222, 3.6108, -6.2126], [-7.5597, 2.1668, -7.1559], [-7.2938, 3.7922, -7.8409]],
  "forces_ev_per_angstrom": [[-0.2, 0.3, -1.0], [0.3, 0.0, -1.4], [-1.1, -0.6, -0.6], [0.6, 0.1, 0.1], [-1.0, 0.3, -0.7], [-0.4, 0.1, 0.0], [-0.4, 0.1, 0.5], [0.6, -0.4, 0.7], [-1.0, 1.0, 1.0], [0.0, 0.5, -0.1], [-0.1, 0.5, 0.6], [-0.9, 0.8, 1.7], [1.7, 0.5, 2.3], [1.1, -0.6, -0.8], [0.8, -1.0, -1.7], [-0.8, -0.4, -1.5], [-0.5, -0.8, -0.2], [-0.1, 0.8, 0.4], [-0.6, -0.9, -0.2], [-0.4, -1.1, -0.1], [1.0, -0.3, -0.2], [0.8, 0.7, -0.3], [-1.0, 0.2, 0.3], [-0.3, 0.4, 1.0], [0.6, 0.3, 0.8], [0.9, -0.4, -0.2], [0.1, -0.4, -1.0], [0.3, -0.1, 0.0], [-0.2, 0.9, -0.4], [0.5, -0.4, 0.2], [-0.9, -0.6, -0.1], [-0.1, 0.0, 0.0], [0.2, 0.3, -0.2], [0.2, 0.2, 0.3], [0.0, 0.0, 0.0], [0.0, -0.1, 0.0], [-0.1, 0.1, 0.1], [0.1, -0.2, 0.0], [0.1, -0.3, 0.1], [0.0, 0.0, 0.0], [0.0, 0.1, 0.0], [0.0, 0.1, 0.0], [0.3, -0.1, 0.7], [0.7, 0.1, -0.7], [-0.2, 0.0, 0.6], [-0.6, -0.1, -0.4], [-0.1, 0.0, -0.1], [0.2, -0.3, -0.1], [0.1, 0.3, 0.1], [-0.1, 0.1, 0.1], [-0.1, 0.0, 0.1], [0.0, 0.1, -0.1], [-0.1, -0.1, 0.2], [-0.2, -0.1, 0.2], [0.1, 0.0, 0.0], [0.1, 0.0, -0.1], [0.1, 0.0, 0.0], [-0.1, 0.2, -0.2], [0.4, 0.5, 0.7], [-0.1, -0.1, -0.5], [-0.4, -0.6, 0.2], [0.0, -0.1, 0.1], [-0.1, 0.3, 0.2], [0.4, 0.0, -0.1], [0.0, 0.0, 0.0], [0.0, -0.1, 0.0], [0.1, -0.1, 0.1], [-0.1, 0.0, -0.2], [-0.2, -0.2, -0.3], [0.0, 0.0, 0.0], [0.1, 0.1, 0.1], [0.1, 0.0, 0.0], [0.1, -0.3, -0.1], [0.8, 0.3, 0.3], [-0.4, -0.5, -0.1], [-0.4, 0.6, -0.3], [-0.1, 0.1, 0.0], [0.3, 0.1, -0.2], [0.0, -0.1, 0.4], [0.0, 0.1, 0.0], [-0.1, 0.0, 0.0], [0.0, 0.1, 0.1], [-0.1, -0.1, -0.1], [-0.3, -0.1, -0.1], [0.1, 0.0, 0.0], [0.1, 0.0, 0.1], [0.1, 0.0, 0.0]]
}


{
  "formula": "C25H43ClO14S4",
  "method": "wB97M-V/def2-TZVPD",
  "orbital_gap_ev": 8.06,
  "total_energy_ev": -111143.0522,
  "multiplicity": 1,
  "smiles": "O=C1C=C(CCCCl)C(=O)c2ccccc21.CCOS(C)(=O)=O.CCOS(C)(=O)=O.CCOS(C)(=O)=O.CCOS(C)(=O)=O",
  "relative_energy_kj_mol": 416.3,
  "mol_weight_g_mol": 731.326,
  "elements": ["O", "C", "C", "C", "C", "C", "C", "Cl", "C", "O", "C", "C", "C", "C", "C", "C", "H", "H", "H", "H", "H", "H", "H", "H", "H", "H", "H", "C", "C", "O", "S", "C", "O", "O", "H", "H", "H", "H", "H", "H", "H", "H", "C", "C", "O", "S", "C", "O", "O", "H", "H", "H", "H", "H", "H", "H", "H", "C", "C", "O", "S", "C", "O", "O", "H", "H", "H", "H", "H", "H", "H", "H", "C", "C", "O", "S", "C", "O", "O", "H", "H", "H", "H", "H", "H", "H", "H"],
  "positions_angstrom": [[0.3265, 5.3882, -0.9283], [1.2101, 4.8014, -0.2584], [2.7593, 5.2538, -0.2793], [3.4837, 5.1822, 0.9512], [5.0326, 5.5472, 1.0892], [5.7979, 4.1313, 1.3812], [6.2318, 3.9542, 2.9104], [6.7002, 2.1790, 3.2408], [2.7669, 4.6783, 2.3098], [2.9922, 5.1970, 3.4296], [1.7037, 3.4872, 2.0865], [1.5408, 2.3539, 3.1228], [0.5275, 1.2249, 2.7999], [-0.2695, 1.3043, 1.4486], [-0.1159, 2.4538, 0.4157], [0.9018, 3.5674, 0.7348], [3.2445, 5.5768, -1.2577], [5.1633, 6.2247, 1.9978], [5.4880, 5.9830, 0.1283], [6.6660, 3.9736, 0.6379], [5.0512, 3.2797, 1.1482], [5.2989, 4.1300, 3.5574], [7.1154, 4.6181, 3.2266], [2.1625, 2.3478, 4.0867], [0.3694, 0.3763, 3.5453], [-0.9973, 0.4598, 1.2118], [-0.7172, 2.5084, -0.5590], [-1.7732, -5.2002, 2.8122], [-2.9434, -4.3466, 2.3615], [-3.2929, -3.3699, 3.3433], [-2.3811, -2.0427, 3.4704], [-3.4962, -1.1068, 4.4784], [-2.2885, -1.4114, 2.1788], [-1.2113, -2.3510, 4.2491], [-0.8553, -4.6101, 2.8669], [-1.6044, -6.0224, 2.1156], [-1.9539, -5.6095, 3.8092], [-2.7377, -3.8712, 1.3978], [-3.8197, -4.9849, 2.2247], [-4.4068, -0.9139, 3.9129], [-3.0071, -0.1665, 4.7355], [-3.7126, -1.6732, 5.3836], [-0.9952, 6.7708, -2.8358], [-1.6673, 5.7900, -3.7766], [-3.0728, 6.0263, -3.8686], [-3.5916, 7.2518, -4.7860], [-5.2994, 6.7844, -4.8305], [-3.0402, 7.1126, -6.1091], [-3.4720, 8.4752, -4.0386], [-1.0183, 7.7845, -3.2442], [0.0453, 6.4967, -2.6738], [-1.5100, 6.7984, -1.8735], [-1.2047, 5.8123, -4.7678], [-1.5417, 4.7770, -3.3855], [-5.3917, 5.8317, -5.3500], [-5.8453, 7.5601, -5.3682], [-5.6708, 6.7085, -3.8090], [-1.6965, -0.7664, -5.5468], [-1.5917, -0.0012, -4.2409], [-1.8120, -0.8501, -3.1159], [-0.6124, -1.8237, -2.6364], [-1.2995, -2.2612, -1.0640], [0.5722, -1.0345, -2.4199], [-0.6023, -2.9943, -3.4736], [-0.8765, -1.4806, -5.6500], [-1.6589, -0.0834, -6.3983], [-2.6281, -1.3360, -5.5877], [-0.6281, 0.5103, -4.1584], [-2.3677, 0.7680, -4.2138], [-1.3591, -1.3687, -0.4433], [-0.6399, -2.9965, -0.6018], [-2.2875, -2.6939, -1.2190], [3.2134, -8.0563, 0.2478], [1.8649, -8.6533, -0.1084], [1.3721, -9.4959, 0.9327], [0.7162, -8.8058, 2.2390], [-0.0347, -10.2649, 2.9049], [-0.3239, -7.9017, 1.8188], [1.7709, -8.3901, 3.1243], [3.1231, -7.3486, 1.0751], [3.6378, -7.5247, -0.6067], [3.9103, -8.8361, 0.5643], [1.1387, -7.8726, -0.3525], [1.9746, -9.2797, -0.9971], [-0.7999, -10.6155, 2.2137], [-0.4850, -10.0028, 3.8628], [0.7349, -11.0222, 3.0505]],
  "forces_ev_per_angstrom": [[3.2, -2.6, 2.5], [-0.6, 0.6, -0.3], [0.3, -0.9, 3.0], [-0.8, 0.4, -2.0], [-0.4, -1.2, 0.3], [-0.3, -0.6, -0.1], [-0.7, 0.3, -0.3], [-0.2, 1.3, -0.3], [-0.6, 0.3, 1.0], [-0.4, -1.9, -3.8], [-1.0, -1.2, -0.8], [-2.1, 0.1, -3.2], [0.5, 3.3, -2.7], [1.9, 1.9, 0.8], [2.2, 0.3, 3.2], [-0.2, -2.3, 2.1], [-0.9, -0.3, 1.5], [-0.1, -0.7, -1.4], [-1.1, -0.4, 1.6], [-1.2, 0.4, 1.4], [1.2, 1.3, 0.4], [1.7, -0.1, -0.8], [-1.5, -1.1, -0.5], [-1.1, 0.1, -1.7], [0.2, 1.3, -1.4], [1.1, 1.3, 0.5], [1.0, -0.3, 1.8], [0.2, 0.2, 0.0], [0.5, -0.9, -0.5], [0.1, 1.1, 0.3], [-0.7, -0.5, 0.6], [-0.1, -0.1, 0.0], [0.3, -0.3, 0.3], [-0.3, 0.3, -0.7], [-0.1, -0.1, 0.0], [-0.1, 0.1, 0.1], [-0.1, 0.0, -0.1], [0.0, 0.2, 0.1], [-0.1, 0.3, 0.2], [0.1, 0.0, 0.0], [0.1, -0.1, -0.1], [0.1, 0.0, -0.1], [-0.1, 0.6, -0.4], [1.1, 0.1, 0.3], [-0.9, 0.4, -0.6], [-0.1, -0.5, 0.4], [0.0, -0.1, 0.1], [0.0, 0.3, 0.6], [0.1, -0.4, -0.6], [-0.1, -0.1, -0.1], [-0.2, 0.0, -0.1], [0.1, -0.1, -0.1], [-0.2, 0.1, 0.0], [-0.4, 0.1, -0.1], [0.1, 0.1, 0.0], [0.2, 0.0, 0.0], [0.1, 0.0, -0.1], [0.2, -0.3, -0.1], [0.1, 0.4, -0.9], [0.4, -0.5, 0.7], [-0.5, 0.1, 0.3], [-0.1, 0.1, 0.0], [-0.4, -0.4, -0.5], [0.3, 0.6, 0.2], [-0.1, 0.1, 0.0], [0.0, 0.0, 0.1], [0.0, 0.1, 0.0], [0.0, -0.1, 0.1], [0.0, -0.2, 0.3], [0.0, -0.1, -0.1], [0.1, 0.1, -0.1], [0.1, 0.1, 0.0], [0.1, 0.2, 0.3], [0.6, 0.7, -0.7], [-0.6, -0.1, 0.8], [0.2, -0.7, -0.2], [0.0, -0.1, -0.1], [0.7, -0.1, 0.2], [-0.6, 0.2, -0.4], [0.0, 0.0, -0.1], [-0.1, -0.1, 0.0], [-0.1, 0.0, -0.1], [-0.1, -0.1, 0.2], [-0.2, -0.2, 0.3], [0.1, 0.1, 0.0], [0.1, 0.1, -0.1], [0.0, 0.1, 0.0]]
}